DFT (wB97M-V/def2-TZVPD) results for C29H34Cl45N5O2S as an isolated structure at a distorted geometry.

Summary:
highest occupied orbital energy	-8.66	eV
electronic energy	-616512.72004	eV
2S+1	1
orbital gap	8.09	eV

Atoms and positions in Å:
N1 3.104 0.062 -0.881
C1 3.451 0.898 -1.765
N2 4.841 1.045 -2.104
N3 2.576 1.780 -2.477
C2 1.547 1.036 -3.228
C3 0.768 1.910 -4.206
C4 -0.536 2.535 -3.699
C5 -1.727 1.575 -3.665
C6 -1.738 0.616 -2.489
C7 -1.523 1.093 -1.230
C8 -1.503 0.284 -0.047
C9 -1.211 0.797 1.356
C10 -1.389 2.300 1.629
C11 -0.471 2.733 2.756
O1 -0.285 2.073 3.741
O2 0.128 3.934 2.624
C12 -1.690 -1.065 -0.182
C13 -1.924 -1.593 -1.474
N4 -2.104 -2.881 -1.795
S1 -2.309 -3.004 -3.365
N5 -2.196 -1.442 -3.786
C14 -1.963 -0.784 -2.659
H1 2.091 0.097 -0.750
H2 5.238 0.128 -2.329
H3 5.294 1.290 -1.226
H4 2.152 2.443 -1.838
H5 0.915 0.473 -2.534
H6 2.077 0.284 -3.817
H7 0.554 1.347 -5.113
H8 1.425 2.741 -4.457
H9 -0.424 3.076 -2.759
H10 -0.800 3.302 -4.433
H11 -1.853 1.061 -4.617
H12 -2.619 2.201 -3.535
H13 -1.354 2.153 -1.104
H14 -0.156 0.581 1.546
H15 -1.775 0.256 2.107
H16 -2.389 2.484 2.014
H17 -1.188 2.932 0.766
H18 -0.028 4.280 1.735
H19 -1.651 -1.749 0.655
C15 0.343 7.702 1.978
Cl1 1.811 7.487 2.922
Cl2 0.228 9.341 1.348
Cl3 0.275 6.526 0.653
H20 -0.506 7.525 2.625
C16 0.824 -3.592 -6.528
Cl4 -0.300 -2.722 -5.475
Cl5 2.105 -4.350 -5.580
Cl6 -0.033 -4.792 -7.498
H21 1.281 -2.879 -7.202
C17 -5.466 2.474 -0.183
Cl7 -6.471 1.731 -1.419
Cl8 -3.954 1.569 0.006
Cl9 -5.122 4.163 -0.578
H22 -6.006 2.451 0.755
C18 8.430 0.108 -3.239
Cl10 7.971 1.807 -3.214
Cl11 9.645 -0.231 -2.006
Cl12 7.015 -0.936 -3.023
H23 8.860 -0.111 -4.207
C19 9.023 1.792 1.809
Cl13 7.840 1.477 0.543
Cl14 9.820 0.292 2.294
Cl15 10.208 2.987 1.281
H24 8.502 2.190 2.669
C20 -4.647 0.515 -6.391
Cl16 -2.933 0.198 -6.671
Cl17 -5.166 -0.121 -4.830
Cl18 -4.983 2.245 -6.497
H25 -5.212 0.014 -7.165
C21 -2.420 -0.509 4.965
Cl19 -3.271 -1.152 6.374
Cl20 -0.881 -1.325 4.742
Cl21 -3.421 -0.659 3.514
H26 -2.225 0.543 5.134
C22 7.243 -2.433 1.294
Cl22 8.813 -2.997 0.717
Cl23 6.376 -1.607 0.004
Cl24 6.274 -3.762 1.948
H27 7.418 -1.725 2.095
C23 -9.696 -0.461 -0.226
Cl25 -8.155 -0.272 0.612
Cl26 -10.899 0.654 0.416
Cl27 -9.494 -0.231 -1.966
H28 -10.048 -1.470 -0.060
C24 3.616 5.294 -5.458
Cl28 3.678 4.975 -7.195
Cl29 2.066 6.026 -5.019
Cl30 3.889 3.824 -4.535
H29 4.399 6.001 -5.219
C25 -2.582 -3.365 9.421
Cl31 -1.260 -4.524 9.300
Cl32 -4.078 -4.171 9.902
Cl33 -2.181 -2.069 10.546
H30 -2.735 -2.929 8.443
C26 -4.547 -6.447 6.861
Cl34 -5.641 -7.185 5.690
Cl35 -3.111 -7.443 7.092
Cl36 -4.101 -4.817 6.358
H31 -5.063 -6.375 7.809
C27 8.738 -7.437 -0.257
Cl37 10.425 -7.194 0.204
Cl38 7.693 -6.292 0.577
Cl39 8.545 -7.303 -2.007
H32 8.451 -8.438 0.036
C28 5.779 -2.188 5.656
Cl40 4.518 -2.519 4.473
Cl41 6.570 -3.679 6.164
Cl42 6.962 -1.048 5.000
H33 5.321 -1.735 6.526
C29 -14.798 0.057 2.004
Cl43 -15.813 -0.697 0.775
Cl44 -13.296 -0.842 2.214
Cl45 -14.461 1.740 1.590
H34 -15.335 0.041 2.942

Here are the Mulliken charges for atoms 1 to 99, given in e: N -0.52; C 0.05; N -0.08; N 0.10; C -0.51; C -0.06; C -0.91; C -0.62; C 0.37; C 0.36; C 0.87; C 0.66; C -0.04; C 0.60; O -0.54; O -0.36; C -1.77; C 0.35; N -0.69; S 0.15; N -0.59; C 0.80; H 0.21; H 0.00; H 0.14; H 0.24; H 0.13; H 0.38; H 0.47; H -0.42; H 0.44; H 0.45; H -0.43; H 0.44; H 0.04; H 0.67; H -1.34; H 0.31; H 0.01; H 0.19; H 0.63; C 0.06; Cl -0.11; Cl -0.12; Cl -0.15; H 0.28; C -0.03; Cl 0.02; Cl -0.12; Cl -0.14; H 0.29; C -0.25; Cl -0.06; Cl 0.08; Cl -0.15; H 0.35; C -0.09; Cl -0.09; Cl -0.07; Cl -0.14; H 0.38; C -0.15; Cl 0.05; Cl -0.12; Cl -0.13; H 0.33; C -0.08; Cl -0.10; Cl -0.08; Cl -0.13; H 0.40; C 0.08; Cl -0.15; Cl -0.14; Cl -0.13; H 0.29; C 0.48; Cl -0.12; Cl -0.02; Cl -0.16; H -0.20; C 0.01; Cl -0.09; Cl -0.09; Cl -0.12; H 0.29; C -0.09; Cl -0.13; Cl -0.13; Cl -0.05; H 0.35; C 0.68; Cl -0.11; Cl -0.12; Cl -0.13; H -0.30; C 0.05; Cl -0.13; Cl -0.11